(1)
{"formula": "C6H9NO", "method": "ωB97M-V/def2-TZVPD", "species": ["C", "C", "C", "C", "N", "C", "C", "O", "H", "H", "H", "H", "H", "H", "H", "H", "H"], "positions_angstrom": [[0.60610, 0.70524, -2.40212], [0.18567, 0.56309, -1.16716], [1.04768, 0.35496, 0.10478], [0.07251, -0.37525, 0.96353], [-0.10456, -1.71721, 0.47450], [-1.18571, -0.13324, 1.86710], [-1.03853, 0.55468, 0.58984], [-1.18820, 0.41343, -0.79746], [1.63745, 0.79768, -2.65242], [-0.09651, 0.71794, -3.20153], [1.91058, -0.24339, -0.22635], [1.41742, 1.28532, 0.58614], [0.64161, -2.24349, 0.87819], [-0.13018, -1.73007, -0.51449], [-1.15617, 0.50682, 2.74503], [-1.90884, -0.98063, 1.96437], [-0.71032, 1.52412, 0.78804]], "forces_ev_per_angstrom": [[-0.55, 0.04, -0.16], [-0.34, -0.28, 0.71], [1.97, 0.91, 0.01], [-0.81, -0.88, 0.82], [-0.80, 0.15, 0.82], [-0.99, -0.48, 0.67], [-0.99, -0.62, -0.16], [0.37, 0.06, -0.76], [0.56, -0.08, 0.10], [-0.43, 0.19, -0.51], [-0.04, 0.16, 0.48], [-0.21, -0.34, -0.61], [0.37, -0.67, -0.27], [0.29, -0.45, -1.15], [-0.13, 0.13, -0.21], [1.43, 0.45, -0.05], [0.30, 1.72, 0.27]], "lowdin_charge": [0.08, -0.30, -0.09, -0.40, 0.08, 0.04, -0.30, 0.02, 0.06, 0.06, 0.12, 0.13, 0.08, 0.07, 0.10, 0.13, 0.13], "e_tot_ev": -9900.63731, "smiles": "C=C1C[C@@]2(N)C[C@@H]2O1", "relative_energy_kj_mol": 479.22, "gap_ev": 9.59, "max_force_ev_per_a": 2.2, "homo_energy_ev": -8.677}

(2)
{"formula": "C32H34AsFN4O7Pt", "method": "ωB97M-V/def2-TZVPD", "species": ["Pt", "O", "C", "O", "C", "C", "C", "N", "C", "C", "C", "O", "O", "H", "H", "H", "C", "C", "N", "C", "C", "C", "O", "O", "C", "O", "C", "C", "C", "F", "C", "C", "C", "N", "C", "C", "N", "C", "C", "H", "H", "H", "H", "H", "H", "H", "H", "H", "H", "H", "H", "H", "H", "H", "H", "H", "H", "C", "As", "C", "C", "C", "C", "C", "C", "C", "C", "H", "H", "H", "H", "H", "H", "H", "H", "H", "H", "H", "H", "H"], "positions_angstrom": [[1.36110, 0.27920, 0.03450], [2.34910, 7.10490, 0.14270], [1.24040, 6.60470, 0.06750], [0.09380, 7.00660, 0.03350], [1.32710, 4.99640, 0.01470], [2.55970, 4.35100, -0.04150], [2.59450, 2.97020, -0.03690], [1.48050, 2.23430, 0.02090], [0.28960, 2.86730, 0.05580], [0.16890, 4.24590, 0.05240], [-0.91810, 1.96130, 0.06240], [-2.03720, 2.43920, 0.06980], [-0.62700, 0.71000, 0.03580], [3.47110, 4.92490, -0.09050], [3.52450, 2.41850, -0.08340], [-0.81260, 4.69530, 0.07650], [5.52650, -5.92550, -1.76400], [5.05860, -5.63350, -0.33640], [3.98430, -4.66180, -0.28840], [4.33070, -3.34250, -0.22210], [3.44170, -2.31900, -0.11130], [4.08230, -0.95260, -0.00960], [5.30270, -0.88430, 0.00780], [3.34700, 0.09610, 0.06040], [2.03440, -2.59110, -0.06460], [1.08990, -1.70890, 0.02600], [1.67170, -3.97740, -0.12810], [0.31220, -4.35390, -0.06200], [-0.05050, -5.68030, -0.12970], [-1.37760, -5.98650, -0.03420], [0.87650, -6.68830, -0.31610], [2.23630, -6.31520, -0.41490], [2.64730, -5.00100, -0.27570], [0.59020, -8.07360, -0.45730], [1.27570, -9.01890, 0.40060], [1.69470, -10.19460, -0.51700], [0.82770, -10.08410, -1.71620], [-0.59630, -9.96420, -1.31660], [-0.74800, -8.53050, -0.75150], [6.28890, -6.70020, -1.75120], [5.95650, -5.03250, -2.20980], [4.69760, -6.25530, -2.38710], [5.90280, -5.23480, 0.23350], [4.74690, -6.55920, 0.15580], [5.38430, -3.10890, -0.24820], [-0.43830, -3.59010, 0.07620], [2.95650, -7.09690, -0.59000], [0.63420, -9.37450, 1.21730], [2.15040, -8.54800, 0.84480], [1.56000, -11.16520, -0.04270], [2.73120, -10.09650, -0.84000], [1.00280, -10.81300, -2.40990], [1.05460, -9.13100, -2.07110], [-0.82280, -10.72580, -0.56870], [-1.24220, -10.12140, -2.17880], [-1.40690, -8.54550, 0.12600], [-1.19060, -7.86610, -1.49370], [-3.71090, -3.03420, 0.11550], [-2.41840, -1.51310, 0.06260], [-2.04990, -1.61750, -1.86340], [-3.80750, -0.07170, 0.10600], [-4.97310, -0.25370, -0.78010], [-4.90810, 0.06670, -2.13570], [-6.01460, -0.07730, -2.95370], [-7.21380, -0.52580, -2.42700], [-7.29750, -0.83620, -1.08070], [-6.18880, -0.70890, -0.26810], [-4.44600, -2.92830, -0.67910], [-4.23600, -3.04280, 1.06960], [-3.20380, -3.98920, 0.00030], [-2.97610, -1.76360, -2.41870], [-1.37380, -2.44720, -2.06500], [-1.56550, -0.69690, -2.18130], [-3.27940, 0.84900, -0.13490], [-4.13970, -0.01240, 1.14370], [-3.99030, 0.47290, -2.53550], [-5.95450, 0.17810, -4.00280], [-8.08640, -0.61560, -3.05570], [-8.23740, -1.16970, -0.66250], [-6.26980, -0.93790, 0.78680]], "forces_ev_per_angstrom": [[-0.44, 0.43, 0.00], [1.24, 1.17, 0.08], [0.31, -2.46, -0.11], [-1.35, 0.96, -0.03], [0.25, 1.12, 0.06], [-0.53, -0.38, 0.00], [0.54, 0.02, -0.05], [-0.25, 0.83, -0.02], [-0.44, 0.24, 0.00], [0.20, -1.00, -0.01], [0.30, 1.38, -0.01], [0.09, -0.22, -0.02], [0.32, -1.27, -0.12], [0.01, 0.14, 0.05], [-0.07, -0.04, 0.04], [0.05, 0.12, 0.01], [-0.16, 0.04, 0.27], [0.56, -0.51, -0.35], [0.03, 1.00, 0.14], [-0.65, -0.66, 0.05], [-0.23, 0.26, 0.01], [0.26, 0.91, 0.04], [0.10, -0.50, -0.06], [0.01, -0.36, -0.03], [-1.05, 2.42, 0.19], [1.79, -2.59, -0.21], [-0.84, -1.38, -0.11], [0.76, -0.18, -0.03], [-0.81, 0.56, 0.02], [0.55, -0.03, 0.03], [1.61, 0.00, -0.19], [-1.19, -0.59, 0.19], [-0.19, 0.63, 0.11], [-0.13, 0.70, 0.32], [0.23, -0.13, 0.04], [0.38, 0.00, 0.57], [0.16, 0.01, -0.48], [-0.68, 0.04, 0.16], [-0.42, 0.06, -0.07], [0.08, -0.07, -0.02], [0.00, 0.07, -0.07], [-0.06, -0.03, -0.09], [-0.23, -0.04, 0.04], [0.01, 0.23, 0.06], [0.10, 0.08, 0.05], [-0.14, 0.18, 0.04], [0.10, -0.06, -0.08], [-0.01, 0.07, -0.07], [-0.07, -0.14, 0.01], [-0.08, 0.00, -0.12], [-0.06, -0.04, -0.07], [-0.01, 0.15, 0.11], [0.04, -0.48, -0.19], [0.15, 0.01, -0.11], [0.12, -0.04, 0.00], [0.07, -0.01, -0.12], [-0.02, -0.10, 0.04], [0.04, 0.24, -0.20], [-0.49, -0.36, 0.41], [-0.19, 0.11, 0.05], [0.45, -0.16, 0.05], [-0.35, -0.09, -0.10], [0.00, 0.04, 0.07], [-0.04, 0.01, -0.07], [-0.12, -0.05, -0.08], [-0.18, -0.08, -0.02], [0.14, 0.02, -0.03], [-0.12, -0.06, -0.08], [0.02, 0.05, 0.08], [0.15, -0.10, -0.02], [0.03, -0.01, -0.07], [0.05, -0.09, 0.03], [0.03, 0.05, 0.00], [0.04, -0.04, 0.15], [0.16, -0.01, 0.05], [0.11, 0.01, -0.04], [0.05, 0.05, -0.05], [-0.09, -0.02, -0.10], [-0.06, -0.02, 0.03], [0.05, -0.02, 0.06]], "lowdin_charge": [1.23, -0.02, -0.72, -0.01, -0.06, 0.02, -0.09, -0.10, -0.16, 0.07, -0.58, 0.06, -0.27, 0.11, 0.11, 0.13, -0.06, -0.19, -0.03, 0.06, -0.01, -0.59, 0.05, -0.18, -0.23, -0.19, -0.03, 0.12, -0.18, 0.06, -0.13, 0.05, -0.12, -0.14, -0.11, -0.08, 0.03, -0.07, -0.13, 0.08, 0.08, 0.07, 0.13, 0.11, 0.15, 0.09, 0.10, 0.14, 0.13, 0.14, 0.14, 0.19, 0.19, 0.14, 0.14, 0.14, 0.14, -0.33, 1.15, -0.32, -0.32, -0.32, -0.06, -0.09, -0.11, -0.10, -0.07, 0.01, 0.01, -0.02, 0.01, 0.00, 0.02, 0.04, 0.08, 0.11, 0.10, 0.09, 0.10, 0.11], "e_tot_ev": -120829.71913, "gap_ev": 3.96, "max_force_ev_per_a": 3.2, "homo_energy_ev": -6.285}

(3)
{"formula": "C5H6N3OS", "method": "ωB97M-V/def2-TZVPD", "species": ["C", "C", "C", "C", "C", "N", "N", "N", "O", "S", "H", "H", "H", "H", "H", "H"], "positions_angstrom": [[-1.80216, -0.96970, -0.51366], [-2.92837, -0.61872, 0.17232], [0.09886, 1.74472, -0.44787], [-1.24659, 1.11346, 0.01589], [0.29625, 0.38282, -1.10880], [1.36880, 1.13053, 1.27381], [-0.89615, -0.01625, -0.54573], [2.28230, 0.37905, 0.96078], [0.56747, 2.83884, -0.62462], [-2.76191, 0.99402, 0.71708], [-1.56007, -1.74234, -1.20837], [-3.86880, -1.13439, 0.36589], [0.31468, 0.44166, -2.26175], [1.14320, -0.04949, -0.72048], [1.49621, 1.92021, 1.85942], [3.17657, 0.50437, 1.50177]], "forces_ev_per_angstrom": [[-0.87, -1.91, -1.02], [0.16, 0.19, -0.07], [0.42, 2.65, -1.29], [-0.26, 1.21, 1.48], [2.14, 1.57, -4.36], [-1.12, -0.82, 0.72], [-2.33, 0.62, 1.12], [2.25, 0.16, 0.72], [-1.17, -1.65, 0.43], [-0.20, 0.56, 0.42], [-0.55, -1.22, 0.27], [0.51, -0.06, -0.24], [-0.10, -0.18, 1.81], [1.87, -1.57, 0.38], [-0.21, 1.39, 0.44], [-0.55, -0.94, -0.82]], "lowdin_spin": [0.00, 0.01, 0.00, 0.01, 0.01, 0.82, 0.01, 0.89, 0.11, 0.00, 0.00, 0.00, 0.00, 0.00, 0.07, 0.08], "multiplicity": 3, "charge": 1, "e_tot_ev": -22621.82060, "gap_ev": [6.48, 8.39], "max_force_ev_per_a": 5.1, "homo_energy_ev": [-11.403, -14.664]}

(4)
{"formula": "C27H25N5O4PReSSe2", "method": "ωB97M-V/def2-TZVPD", "species": ["Re", "C", "C", "C", "C", "C", "C", "C", "S", "O", "O", "N", "C", "C", "C", "C", "C", "N", "H", "H", "H", "H", "H", "H", "H", "H", "H", "H", "H", "Se", "P", "Se", "C", "C", "C", "C", "C", "C", "C", "C", "C", "C", "C", "C", "H", "H", "H", "H", "H", "H", "H", "H", "H", "H", "N", "C", "C", "C", "N", "H", "H", "H", "H", "O", "N", "O"], "positions_angstrom": [[0.07990, -0.12430, 0.02740], [-6.58960, -0.41910, 5.45790], [-5.43470, -0.04540, 4.58550], [-4.42140, -0.95660, 4.29840], [-3.29210, -0.56060, 3.60360], [-3.18800, 0.74740, 3.17240], [-4.21620, 1.65020, 3.37720], [-5.33910, 1.25030, 4.07730], [-1.62970, 1.34750, 2.56300], [-0.60620, 0.52130, 3.18970], [-1.54940, 2.75930, 2.76890], [-1.39410, 1.02020, 0.95770], [-1.42910, 2.02690, 0.05050], [-2.35480, 3.06670, -0.03310], [-2.25740, 3.93120, -1.10000], [-1.25170, 3.74750, -2.04910], [-0.36300, 2.70390, -1.88640], [-0.44230, 1.86850, -0.85780], [-6.48150, -1.42910, 5.84120], [-7.53040, -0.34940, 4.91450], [-6.65230, 0.26400, 6.30440], [-4.51400, -1.97840, 4.63810], [-2.48200, -1.24710, 3.41550], [-4.10800, 2.66080, 3.01710], [-6.13950, 1.95600, 4.24780], [-3.12690, 3.14450, 0.71300], [-2.97620, 4.72710, -1.21920], [-1.17700, 4.40150, -2.90190], [0.43320, 2.51440, -2.59130], [1.91000, 0.63620, 1.62350], [1.28340, -1.08030, 2.88770], [-0.26770, -2.02700, 1.59460], [0.96280, -0.76350, 4.64660], [1.60980, 0.30270, 5.25160], [1.38160, 0.55760, 6.59140], [0.50840, -0.24170, 7.31190], [-0.13080, -1.30790, 6.69830], [0.09240, -1.57550, 5.35870], [2.62870, -2.32090, 2.88430], [3.14150, -2.75840, 1.66760], [4.05670, -3.79310, 1.63910], [4.45360, -4.39950, 2.82300], [3.95630, -3.95080, 4.03470], [3.04620, -2.90800, 4.07080], [2.28060, 0.91930, 4.66840], [1.88390, 1.38470, 7.06780], [0.33900, -0.04490, 8.35910], [-0.80070, -1.93280, 7.26870], [-0.39840, -2.40570, 4.86690], [2.79910, -2.28950, 0.75180], [4.45310, -4.13840, 0.69630], [5.14760, -5.22540, 2.79880], [4.26620, -4.41740, 4.95750], [2.65330, -2.56320, 5.01520], [2.49610, -0.11760, -1.86950], [3.12270, -0.72350, -2.88840], [2.52860, -1.95590, -3.05220], [1.54490, -2.02560, -2.06710], [1.53080, -0.89870, -1.35830], [2.72510, 0.76420, -1.42640], [3.92100, -0.25270, -3.42620], [2.76580, -2.69730, -3.78520], [0.87430, -2.83320, -1.84140], [-2.65550, -0.46170, -3.02200], [-1.73950, -0.14000, -2.31860], [-1.36340, -0.78220, -1.30370]], "forces_ev_per_angstrom": [[-1.38, 0.39, 0.53], [-0.09, -0.03, 0.00], [0.07, 0.11, -0.07], [-0.02, 0.12, -0.07], [0.09, -0.24, -0.02], [0.40, 0.28, -0.44], [-0.09, 0.17, -0.06], [0.15, -0.07, -0.11], [1.26, -0.71, 1.11], [-1.58, 0.66, -0.02], [-0.45, 0.14, -0.22], [0.95, -1.22, 0.26], [-0.46, 1.66, -1.26], [0.19, -0.32, -0.05], [0.14, -0.18, -0.16], [0.04, -0.07, 0.18], [0.05, 0.11, -0.48], [-0.30, -0.43, 1.10], [-0.05, -0.09, 0.03], [-0.07, -0.02, -0.03], [-0.02, 0.00, 0.04], [0.05, -0.05, 0.07], [0.06, -0.11, 0.06], [-0.05, 0.17, 0.06], [-0.03, 0.05, 0.08], [-0.09, 0.10, 0.02], [-0.03, 0.10, 0.01], [0.11, 0.03, -0.06], [-0.02, 0.02, -0.12], [-0.44, -0.30, -0.30], [1.15, -0.62, 0.15], [0.16, 0.73, -0.79], [0.12, -0.14, -0.38], [0.07, -0.12, -0.18], [0.05, 0.06, 0.03], [0.06, -0.04, -0.01], [-0.04, -0.07, 0.03], [0.06, -0.02, -0.12], [-0.49, 0.33, 0.13], [-0.03, 0.03, -0.12], [-0.02, 0.05, -0.08], [-0.01, 0.03, 0.07], [0.09, -0.10, 0.02], [-0.04, 0.03, 0.04], [0.02, 0.14, 0.06], [0.04, 0.08, 0.07], [-0.05, 0.04, 0.09], [-0.07, -0.06, 0.03], [-0.09, -0.05, 0.04], [0.09, -0.06, -0.03], [0.03, -0.03, -0.08], [0.09, -0.06, 0.00], [0.05, -0.04, 0.06], [0.01, -0.02, 0.08], [0.30, 0.33, -0.02], [-0.25, -0.18, 0.03], [0.02, 0.12, 0.14], [0.05, 0.01, -0.16], [-0.08, 0.32, 0.34], [-0.07, -0.22, -0.08], [0.15, 0.13, -0.02], [0.08, -0.17, -0.12], [-0.23, 0.02, 0.04], [0.09, -1.64, 1.66], [1.11, 4.62, -3.47], [-0.81, -3.69, 2.46]], "lowdin_spin": [0.81, 0.00, 0.00, 0.00, 0.00, 0.00, 0.00, 0.00, 0.00, 0.00, 0.00, 0.00, 0.00, 0.00, 0.00, 0.00, 0.00, 0.00, 0.00, 0.00, 0.00, 0.00, 0.00, 0.00, 0.00, 0.00, 0.00, 0.00, 0.00, 0.05, 0.00, 0.05, 0.00, 0.00, 0.00, 0.00, 0.00, 0.00, 0.00, 0.00, 0.00, 0.00, 0.00, 0.00, 0.00, 0.00, 0.00, 0.00, 0.00, 0.00, 0.00, 0.00, 0.00, 0.00, 0.00, 0.02, 0.00, 0.02, 0.00, 0.00, 0.00, 0.00, 0.00, 0.02, 0.00, 0.01], "multiplicity": 2, "charge": 1, "e_tot_ev": -196984.01878, "gap_ev": [5.30, 5.69], "max_force_ev_per_a": 5.9, "homo_energy_ev": [-10.511, -10.464]}